ORCA calculation (ωB97M-V/def2-TZVPD) on a molecular structure, C28H43Cl2GeNO3V at a distorted geometry.

Each line ends with the Löwdin spin population.
CARTESIAN COORDINATES (ANGSTROEM)
V: -0.5473 1.0870 0.2500  1.965
C: -2.4061 -2.6111 0.7433  0.001
C: -1.0640 -2.7267 1.4643  0.000
C: -1.0663 -3.9400 2.4046  0.000
C: -0.6903 -1.4932 2.2598  0.011
C: -1.6406 -0.6450 2.8259  0.011
C: -1.2572 0.3718 3.6922  0.009
C: 0.0807 0.6137 3.9776  0.007
C: 0.5012 1.7338 4.8887  0.000
C: 1.0314 -0.2134 3.3862  0.010
C: 0.6507 -1.2575 2.5616  0.010
H: -2.5212 -3.4339 0.0368  0.000
H: -2.4789 -1.6734 0.1909  0.001
H: -3.2358 -2.6670 1.4517  0.000
H: -0.2839 -2.8852 0.7137  0.000
H: -1.8085 -3.8012 3.1936  0.000
H: -0.0908 -4.0735 2.8739  0.000
H: -1.3109 -4.8513 1.8555  0.000
H: -2.6960 -0.8147 2.6507  0.000
H: -2.0191 0.9736 4.1719  0.000
H: 0.8333 2.5925 4.2981  0.000
H: 1.3323 1.4271 5.5238  0.000
H: -0.3245 2.0593 5.5202  0.000
H: 2.0831 -0.0538 3.5968  0.000
H: 1.4074 -1.9286 2.1755  0.000
C: -3.7164 2.8979 -2.2217  0.001
C: -2.3693 2.9344 -1.5056  0.008
C: -1.4311 3.9473 -2.1385  0.002
O: -2.5311 3.3286 -0.1446  0.012
C: -1.7465 1.5225 -1.5405  0.032
O: -1.0633 1.1992 -2.5087  0.115
O: -2.1025 0.7120 -0.5730  -0.012
H: -4.1951 3.8731 -2.1282  0.000
H: -4.3684 2.1408 -1.7802  0.000
H: -3.5729 2.6605 -3.2752  0.000
H: -1.8645 4.9426 -2.0322  0.000
H: -1.2814 3.7150 -3.1893  0.000
H: -0.4654 3.9219 -1.6357  0.002
H: -3.1587 2.7252 0.2679  0.001
C: 4.3345 -3.9009 -0.3240  0.000
C: 4.6204 -2.5347 -0.9420  -0.001
C: 3.3610 -1.8283 -1.4600  -0.003
C: 2.4460 -1.2993 -0.3557  -0.009
Ge: 0.8788 -0.3169 -1.2113  -0.031
C: -0.2177 -1.7623 -2.0717  -0.012
C: 0.1452 -2.0014 -3.5385  -0.003
C: -0.9011 -2.8470 -4.2709  -0.001
C: -1.0652 -4.2482 -3.6839  0.000
H: 5.2623 -4.3829 -0.0113  0.000
H: 3.8421 -4.5536 -1.0480  0.000
H: 3.6893 -3.8126 0.5518  0.000
H: 5.3174 -2.6644 -1.7761  0.000
H: 5.1136 -1.8954 -0.2038  0.000
H: 2.8030 -2.5313 -2.0869  0.000
H: 3.6664 -0.9982 -2.1033  0.000
H: 2.9980 -0.6438 0.3237  0.000
H: 2.0477 -2.1334 0.2272  0.000
H: 1.5997 0.4566 -2.3457  -0.002
H: -1.2645 -1.4603 -2.0117  0.000
H: -0.1028 -2.6809 -1.4886  0.000
H: 1.1163 -2.5015 -3.6040  0.000
H: 0.2368 -1.0381 -4.0465  0.000
H: -0.6178 -2.9309 -5.3243  0.000
H: -1.8633 -2.3276 -4.2318  0.000
H: -0.0962 -4.7446 -3.5914  0.000
H: -1.7012 -4.8607 -4.3251  0.000
H: -1.5260 -4.2124 -2.6959  0.000
Cl: 2.4117 3.2489 -0.6226  0.046
C: 1.4752 4.1998 0.4630  0.139
C: 1.6228 5.5606 0.5358  -0.015
C: 0.7999 6.2981 1.3837  0.183
C: -0.2061 5.6940 2.1325  -0.014
C: -0.3839 4.3355 2.0595  0.139
Cl: -1.6651 3.5827 2.9050  0.043
C: 0.4690 3.5046 1.2402  0.070
N: 0.3021 2.2071 1.1145  0.284
H: 2.3653 6.0576 -0.0723  -0.004
H: 0.9318 7.3695 1.4489  0.011
H: -0.8572 6.2863 2.7595  -0.003

Properties
Kohn-Sham gap (spin up / spin down) ... 0.2791 / 0.1680 hartree
Multiplicity ... 4
E_HOMO (spin up / spin down) ... -7.6 / -7.5 eV
Relative energy (zero: lowest compared OMol25 entry of this formula, charge and spin) ... 427.3 kJ/mol
Net charge ... 0
Molar mass ... 636.12 g/mol
<S²> ... 3.828